59
Properties=species:S:1:pos:R:3 method="wB97M-V/def2-TZVPD" charge=0 spin_multiplicity=1 smiles="CCN(CC)CCCN1C(=O)C(=O)/C(=C(/O)c2ccc3c(c2)OCO3)[C@H]1c1ccccn1" de_lowest_kj_mol=358.6 energy_ev=-40033.248 homo_energy_ev=-8.22
C 1.1626 4.9306 3.1080
C 0.0394 4.1540 2.4246
N -0.3374 2.9722 3.1915
C -1.6891 3.0284 3.7149
C -1.8171 4.0686 4.8230
C -0.0265 1.7272 2.5185
C 1.4840 1.4995 2.4500
C 1.8362 0.0905 1.9694
N 1.3541 -0.1603 0.6305
C 1.9161 0.3864 -0.4692
O 2.8790 1.1217 -0.4820
C 1.1097 -0.1033 -1.6733
O 1.3103 0.2110 -2.8255
C 0.0716 -0.9652 -1.1245
C -0.9676 -1.5373 -1.7771
O -1.9231 -2.1514 -1.0466
C -1.1412 -1.5184 -3.2361
C -2.3832 -1.1756 -3.7642
C -2.6127 -1.1441 -5.1359
C -1.5620 -1.4889 -5.9512
C -0.3177 -1.8575 -5.4255
C -0.0791 -1.8801 -4.0766
O 0.5241 -2.1803 -6.4494
C -0.1991 -1.9485 -7.6384
O -1.5182 -1.5583 -7.3111
C 0.2407 -1.0464 0.3712
C 0.5623 -2.4554 0.8249
C 1.5536 -3.1977 0.1911
C 1.8195 -4.4739 0.6555
C 1.0911 -4.9589 1.7316
C 0.1328 -4.1333 2.2976
N -0.1245 -2.9129 1.8599
H 2.0505 4.3121 3.1969
H 1.4100 5.8162 2.5271
H 0.8581 5.2372 4.1045
H -0.8280 4.8130 2.3014
H 0.3651 3.8640 1.4189
H -1.9262 2.0477 4.1356
H -2.4317 3.2405 2.9228
H -1.0741 3.8764 5.5919
H -1.6685 5.0743 4.4402
H -2.8080 4.0134 5.2677
H -0.4525 1.6933 1.4980
H -0.4713 0.9115 3.0963
H 1.9471 2.2166 1.7728
H 1.9025 1.6461 3.4461
H 2.9258 -0.0174 1.9633
H 1.4026 -0.6643 2.6291
H -2.6073 -2.5134 -1.6265
H -3.1835 -0.8810 -3.0998
H -3.5675 -0.8590 -5.5436
H 0.8795 -2.1652 -3.6827
H -0.2275 -2.8698 -8.2400
H 0.2876 -1.1483 -8.2192
H -0.6593 -0.7232 0.9093
H 2.0991 -2.7778 -0.6405
H 2.5815 -5.0800 0.1875
H 1.2660 -5.9489 2.1226
H -0.4587 -4.4564 3.1442